# 1
21
Properties=species:S:1:pos:R:3:forces:R:3:nbo_charge:R:1 method="wB97M-V/def2-TZVPD" total_charge=+2 homo_lumo_gap_ev="10.190 / 4.970" molar_mass_g_mol=153.3 relative_energy_kj_mol=72.9 homo_energy_ha="-0.599 / -0.598" spin_multiplicity=2 s2=0.755
N 3.87233 -0.30521 0.65990 -1.854 -1.174 0.442 -0.680
C 2.91788 -1.30193 -0.03273 0.183 -0.096 0.334 -0.236
C 1.47758 -1.06440 0.36733 -1.294 0.632 -0.170 -0.561
S 1.04740 0.75163 0.47888 1.547 -0.140 -0.641 0.093
S -0.81000 0.95337 1.05710 -1.178 -0.375 0.628 0.181
C -1.83165 1.04092 -0.48181 0.198 -0.443 0.436 -0.519
C -3.29344 0.71178 -0.00904 0.068 1.472 -0.737 -0.293
N -4.16143 1.01589 -1.12167 -0.759 -1.965 1.303 -0.263
H 4.73789 -0.76884 0.91564 0.795 0.479 -0.728 0.467
H 3.43758 -0.13794 1.56459 -0.073 0.437 0.339 0.442
H 3.86716 0.58719 0.16618 0.888 -0.026 -0.021 0.462
H 3.17395 -2.29150 0.33889 0.282 -0.002 -0.101 0.255
H 3.08965 -1.28168 -1.10115 0.120 0.271 -0.090 0.251
H 1.21044 -1.56456 1.29752 0.141 0.152 0.113 0.249
H 0.80619 -1.43910 -0.40473 0.276 -0.322 -0.024 0.259
H -1.57123 0.24848 -1.18038 0.380 0.314 -0.183 0.238
H -1.71211 2.05127 -0.85843 -0.250 -0.094 -0.384 0.258
H -3.31782 -0.35183 0.23736 -0.193 -0.063 -0.035 0.285
H -3.59198 1.37028 0.80331 0.078 -0.237 0.234 0.255
H -4.32517 0.25465 -1.79332 0.378 0.534 -0.326 0.422
H -5.02324 1.52154 -0.90345 0.269 0.647 -0.391 0.434

=====

# 2
13
Properties=species:S:1:pos:R:3:forces:R:3:nbo_charge:R:1 method="wB97M-V/def2-TZVPD" homo_lumo_gap_ev=11.152 smiles=COCCO molar_mass_g_mol=76.1 relative_energy_kj_mol=121.1 homo_energy_ha=-0.372 spin_multiplicity=1
C 1.70332 0.66239 0.46123 0.280 0.092 -0.034 -0.243
O 0.37601 0.28660 0.73442 -0.039 0.008 0.096 -0.560
C -0.12085 -0.78107 -0.05065 -0.073 -0.129 -0.146 -0.089
C -1.58416 -0.45099 -0.32300 -0.006 -0.412 0.067 -0.080
O -1.69875 0.87738 -0.77092 0.050 0.154 0.068 -0.715
H 1.83645 1.67630 0.84694 0.047 -0.152 -0.016 0.192
H 2.42896 -0.00412 0.94639 -0.097 0.039 -0.055 0.169
H 1.89634 0.66658 -0.62067 -0.010 0.031 0.146 0.169
H 0.43588 -0.83875 -0.99690 -0.092 0.044 0.098 0.168
H -0.01577 -1.74207 0.47519 -0.017 0.153 -0.076 0.175
H -1.97912 -1.10304 -1.10771 0.049 0.023 0.119 0.181
H -2.17365 -0.62167 0.59131 0.063 0.092 -0.116 0.158
H -1.10466 1.37248 -0.18564 -0.156 0.056 -0.151 0.475